Entry 1:
Molecular formula: C30H57BeCuF9N3O18S4V
Method: DFT, ωB97M-V/def2-TZVPD

The energy above the lowest of the compared OMol25 structures with the same formula, charge and spin comes out at 186.9 kJ/mol. As for the net charge: +1. As for the spin multiplicity: 3. Its gap between HOMO and LUMO (spin up / spin down) is 0.1456 / 0.1318 hartree. For the total energy, the calculation gives -211868.0983 eV. Its expectation value of S² is 2.007. The lowest unoccupied orbital energy (spin up / spin down) is -0.2327 / -0.2464 Eh. The largest force on an atom comes out at 6.397 eV/A.

XYZ file:
```
124
Properties=species:S:1:pos:R:3:lowdin_charge:R:1
Be 2.88 -0.75 -1.89 1.161
O -1.81 1.19 -4.64 -0.283
V -1.12 2.27 -3.68 0.936
O -1.65 3.65 -4.25 -0.267
Cu 1.20 1.48 1.09 0.824
C 0.22 5.88 -0.24 -0.597
F 0.22 6.92 -1.14 0.117
F 0.98 6.24 0.78 0.148
F -0.98 5.73 0.28 0.116
S 0.88 4.20 -1.06 0.644
O -0.14 3.64 -1.88 -0.349
O 2.09 4.57 -1.87 -0.271
O 1.16 3.35 0.17 -0.386
C 6.03 2.16 0.80 -0.689
F 5.85 3.12 1.69 0.167
F 7.08 2.43 0.06 0.174
F 6.44 1.11 1.51 0.141
S 4.50 1.85 -0.20 0.610
O 4.69 0.56 -0.88 -0.320
O 3.36 1.84 0.78 -0.376
O 4.29 2.97 -1.12 -0.239
C 3.17 2.09 -6.32 -0.715
F 2.86 3.27 -6.78 0.193
F 2.65 1.19 -7.05 0.212
F 4.50 1.90 -6.35 0.147
S 2.62 1.99 -4.49 0.628
O 3.37 3.08 -3.83 -0.281
O 1.16 2.26 -4.38 -0.359
O 2.89 0.69 -3.85 -0.352
S 0.23 0.25 -1.23 0.263
O 1.45 0.96 -1.04 -0.334
O 0.57 -1.13 -1.60 -0.269
O -0.33 0.38 0.10 -0.299
O -0.44 0.98 -2.26 -0.349
C -0.87 -0.30 3.31 -0.043
C -0.31 0.86 4.19 -0.370
C 0.83 0.10 5.03 -0.145
C 1.85 0.93 5.84 -0.148
C 2.41 2.07 4.85 -0.083
C 1.27 2.89 4.18 -0.480
N 0.45 1.95 3.40 -0.113
O -0.34 2.53 2.48 -0.055
C 0.49 3.79 5.15 -0.006
C 2.03 3.91 3.28 -0.032
C -1.51 1.35 5.12 -0.005
H -1.37 -0.98 4.00 0.093
H -0.11 -0.84 2.74 0.081
H -1.67 0.09 2.68 0.070
H 0.37 -0.58 5.75 0.118
H 1.46 -0.59 4.47 0.113
H 2.64 0.23 6.10 0.109
H 1.46 1.32 6.78 0.100
H 2.78 1.45 4.04 0.107
H 3.20 2.69 5.25 0.128
H 0.21 3.11 5.96 0.072
H 0.99 4.70 5.48 0.102
H -0.37 4.18 4.63 0.081
H 2.77 3.49 2.58 0.071
H 1.44 4.55 2.63 0.071
H 2.62 4.63 3.83 0.099
H -1.87 2.34 4.87 0.063
H -1.34 1.30 6.20 0.093
H -2.40 0.80 4.83 0.074
H -1.07 2.92 2.96 0.097
C -4.45 0.16 -0.56 0.022
C -4.81 1.41 -1.39 -0.434
C -6.31 1.74 -1.06 -0.103
C -6.35 2.51 0.28 -0.178
C -5.53 3.77 0.27 -0.118
C -4.04 3.59 -0.24 -0.376
N -3.86 2.51 -1.26 0.084
O -2.67 2.29 -1.79 0.048
C -3.71 4.95 -0.88 0.006
C -3.17 3.21 0.98 0.016
C -4.85 1.00 -2.87 0.000
H -4.28 0.51 0.45 0.077
H -3.60 -0.35 -1.01 0.103
H -5.29 -0.50 -0.31 0.109
H -6.86 2.33 -1.79 0.133
H -6.87 0.83 -0.86 0.127
H -6.09 1.90 1.14 0.116
H -7.41 2.78 0.34 0.126
H -5.57 4.10 1.31 0.129
H -5.95 4.67 -0.19 0.123
H -2.67 5.13 -1.13 0.075
H -4.19 5.00 -1.86 0.107
H -4.05 5.78 -0.25 0.110
H -2.17 2.90 0.68 0.078
H -3.18 4.11 1.60 0.110
H -3.59 2.46 1.65 0.089
H -4.99 1.89 -3.48 0.109
H -5.42 0.09 -3.08 0.118
H -3.87 0.69 -3.23 0.062
H -2.25 1.86 -1.04 0.112
C 4.00 -8.40 -1.06 -0.042
C 2.68 -7.90 -1.72 -0.451
C 1.56 -8.91 -1.25 -0.116
C 0.13 -8.33 -1.50 -0.197
C 0.01 -7.00 -0.76 -0.130
C 1.02 -5.91 -1.34 -0.443
N 2.37 -6.51 -1.17 -0.106
O 3.39 -5.61 -1.61 -0.034
C 0.63 -5.55 -2.81 -0.038
C 0.92 -4.58 -0.52 -0.042
C 2.94 -7.92 -3.30 -0.017
H 3.79 -8.37 0.01 0.083
H 4.81 -7.77 -1.40 0.075
H 4.17 -9.40 -1.46 0.085
H 1.66 -9.89 -1.72 0.121
H 1.67 -8.84 -0.17 0.106
H -0.56 -9.05 -1.08 0.106
H -0.13 -8.37 -2.55 0.106
H 0.23 -7.19 0.29 0.118
H -1.04 -6.77 -0.89 0.116
H 0.37 -6.27 -3.59 0.066
H -0.11 -4.75 -2.75 0.076
H 1.48 -5.22 -3.41 0.072
H -0.09 -4.56 -0.11 0.074
H 1.46 -4.60 0.43 0.080
H 0.94 -3.61 -1.02 0.043
H 3.94 -7.59 -3.59 0.072
H 2.18 -7.45 -3.91 0.058
H 3.11 -8.97 -3.53 0.074
H 3.61 -5.23 -0.76 0.091
```

---

Entry 2:
Molecular formula: C30H57Cl24Mg2O6
Method: DFT, ωB97M-V/def2-TZVPD

As for the net charge: +1. As for the spin multiplicity: 1. Its gap between HOMO and LUMO is 0.2721 hartree. For the total energy, the calculation gives -355751.4394 eV. The lowest unoccupied orbital energy is -0.1641 Eh. The largest force on an atom comes out at 5.746 eV/A.

XYZ file:
```
119
Properties=species:S:1:pos:R:3:lowdin_charge:R:1
Mg 3.21 0.81 -1.07 0.360
Mg 6.55 -0.65 -0.64 1.215
C -0.43 -0.14 -0.11 0.024
C 0.96 0.34 -0.52 -0.667
O 1.56 1.38 -0.27 -0.058
O 1.70 -0.40 -1.20 -0.098
H -0.68 -1.09 -0.58 0.048
H -1.20 0.59 -0.38 0.059
H -0.56 -0.36 0.95 0.033
C 5.86 3.29 1.23 0.044
C 5.60 2.07 0.30 -0.611
O 4.53 1.97 -0.29 -0.041
O 6.40 1.10 0.26 -0.097
H 5.13 4.08 1.03 0.075
H 6.86 3.68 1.07 0.091
H 5.63 2.91 2.22 0.059
C 3.68 -2.41 -2.96 0.053
C 4.75 -1.64 -2.19 -0.611
O 4.58 -0.56 -1.55 -0.139
O 5.88 -2.09 -2.02 -0.016
H 3.00 -2.95 -2.29 0.068
H 4.15 -3.04 -3.71 0.102
H 3.13 -1.68 -3.56 0.033
Cl 3.37 -8.44 0.85 0.534
C 2.41 -7.08 0.13 -0.633
C 3.17 -5.78 0.35 -0.747
Cl 4.74 -5.81 -0.42 0.571
H 1.48 -7.02 0.71 0.043
H 2.14 -7.26 -0.91 0.078
H 3.24 -5.70 1.44 0.052
H 2.51 -5.03 -0.09 0.023
Cl 0.18 5.18 -5.31 0.547
C -1.53 5.21 -4.82 -0.665
C -2.04 3.82 -4.71 -0.625
Cl -1.12 3.09 -3.32 0.541
H -2.07 5.75 -5.60 0.082
H -1.64 5.73 -3.87 0.073
H -1.92 3.18 -5.58 0.061
H -3.12 3.86 -4.55 0.079
Cl -6.13 2.74 2.40 0.514
C -4.46 2.70 3.07 -0.647
C -3.41 3.36 2.17 -0.583
Cl -3.35 2.55 0.52 0.491
H -4.22 1.66 3.28 0.007
H -4.59 3.11 4.07 0.055
H -2.44 3.21 2.63 0.057
H -3.54 4.42 1.97 0.045
Cl -4.25 -0.89 -1.46 0.644
C -3.84 0.27 -2.69 -0.696
C -4.74 0.07 -3.93 -0.619
Cl -3.92 0.75 -5.36 0.546
H -2.79 0.15 -2.99 0.027
H -3.90 1.28 -2.30 0.053
H -5.70 0.56 -3.83 0.077
H -4.84 -0.97 -4.26 0.057
Cl 3.05 2.02 -3.02 0.771
C 2.90 2.32 -4.80 -0.516
C 1.75 1.55 -5.41 -0.641
Cl 2.09 -0.18 -5.65 0.618
H 3.82 2.08 -5.33 0.087
H 2.74 3.38 -4.97 0.070
H 1.46 2.04 -6.33 0.088
H 0.86 1.56 -4.78 0.030
Cl 0.28 -3.61 -1.44 0.685
C -0.71 -3.37 -2.84 -0.635
C -0.36 -2.10 -3.64 -0.626
Cl -1.33 -1.75 -5.14 0.537
H -1.76 -3.33 -2.55 0.063
H -0.59 -4.17 -3.57 0.079
H 0.68 -2.07 -3.98 0.021
H -0.53 -1.20 -3.06 0.041
Cl -5.97 -0.64 4.16 0.552
C -5.77 -1.78 2.82 -0.627
C -4.69 -1.30 1.77 -0.696
Cl -3.11 -1.01 2.53 0.538
H -6.74 -1.78 2.31 0.074
H -5.41 -2.72 3.22 0.039
H -5.06 -0.41 1.27 0.034
H -4.54 -2.08 1.02 -0.019
Cl 0.83 -4.11 2.31 0.635
C 1.40 -2.54 1.77 -0.657
C 2.85 -2.23 2.21 -0.599
Cl 3.56 -0.72 1.68 0.734
H 0.64 -1.84 2.09 0.047
H 1.38 -2.53 0.68 0.004
H 3.48 -3.03 1.83 0.058
H 2.92 -2.26 3.30 0.078
Cl -1.60 -6.94 1.72 0.529
C -2.21 -6.24 0.19 -0.632
C -2.70 -4.75 0.26 -0.639
Cl -3.80 -4.56 1.64 0.601
H -2.95 -6.92 -0.22 0.072
H -1.38 -6.20 -0.52 0.045
H -3.24 -4.51 -0.66 0.068
H -1.93 -4.00 0.43 0.026
Cl 2.05 5.55 1.64 0.558
C 1.03 4.70 0.43 -0.669
C -0.01 5.58 -0.22 -0.625
Cl -1.14 6.06 1.08 0.564
H 0.73 3.73 0.84 0.061
H 1.68 4.48 -0.42 0.063
H -0.54 4.99 -0.97 0.045
H 0.51 6.43 -0.65 0.078
Cl 3.63 3.77 4.14 0.569
C 2.00 3.09 4.29 -0.675
C 1.91 1.71 3.57 -0.657
Cl 0.24 1.13 3.58 0.586
H 1.33 3.85 3.89 0.040
H 1.70 3.00 5.33 -0.001
H 2.46 0.97 4.15 0.059
H 2.25 1.81 2.54 0.033
Cl -3.47 2.07 6.93 0.504
C -2.38 0.70 6.36 -0.596
C -1.07 0.82 7.13 -0.713
Cl -0.28 2.29 6.73 0.627
H -2.27 0.70 5.28 0.032
H -2.98 -0.17 6.63 0.067
H -0.43 -0.03 6.88 0.076
H -1.24 0.84 8.20 0.070
```

---

Entry 3:
Molecular formula: C30H58MgN7O10
Method: DFT, ωB97M-V/def2-TZVPD

As for the net charge: +2. As for the spin multiplicity: 2. Its gap between HOMO and LUMO (spin up / spin down) is 0.2820 / 0.1232 hartree. For the total energy, the calculation gives -68390.8539 eV. Its expectation value of S² is 0.762. The lowest unoccupied orbital energy (spin up / spin down) is -0.1902 / -0.3490 Eh. The largest force on an atom comes out at 5.885 eV/A.

XYZ file:
```
106
Properties=species:S:1:pos:R:3:lowdin_charge:R:1
Mg 6.99 -30.81 18.99 0.785
O 9.87 -28.61 19.78 0.104
C 8.78 -29.34 19.62 -0.803
O 8.90 -30.53 19.34 -0.005
O 7.57 -29.08 19.72 -0.010
H 10.44 -29.37 19.61 0.060
C 8.17 -25.78 21.33 -0.017
C 6.62 -25.76 21.15 -0.434
O 5.89 -25.75 22.12 0.061
C 5.96 -25.86 19.77 -0.008
H 8.67 -25.03 20.73 0.069
H 8.47 -26.80 21.10 0.050
H 8.54 -25.72 22.36 0.065
H 5.97 -24.87 19.31 0.089
H 4.93 -26.21 19.81 0.091
H 6.65 -26.49 19.21 0.045
C 13.04 -31.73 21.67 0.001
C 12.69 -31.51 20.22 -0.416
O 12.06 -30.52 19.83 0.009
C 13.09 -32.55 19.19 -0.003
H 14.07 -32.08 21.77 0.095
H 12.43 -32.59 21.96 0.103
H 12.89 -30.84 22.28 0.062
H 14.16 -32.75 19.16 0.094
H 12.76 -32.26 18.19 0.085
H 12.73 -33.57 19.33 0.089
C 6.88 -31.66 14.91 0.034
C 7.50 -30.50 15.74 -0.474
O 7.34 -30.56 16.94 0.005
N 8.12 -29.51 15.08 0.068
C 8.68 -28.38 15.80 -0.044
H 6.38 -31.23 14.05 0.087
H 6.23 -32.31 15.49 0.084
H 7.69 -32.29 14.55 0.084
H 8.28 -29.54 14.08 0.162
H 9.75 -28.27 15.66 0.080
H 8.50 -28.36 16.87 0.077
H 8.38 -27.45 15.32 0.088
C 8.85 -34.07 17.65 0.056
C 7.48 -33.79 18.26 -0.532
O 7.05 -32.73 18.52 0.022
N 6.64 -34.79 18.45 0.042
C 6.69 -36.20 18.02 -0.032
H 8.96 -33.82 16.60 0.095
H 9.14 -35.11 17.81 0.081
H 9.60 -33.52 18.21 0.086
H 5.78 -34.49 18.88 0.142
H 7.22 -36.74 18.80 0.092
H 7.26 -36.24 17.09 0.085
H 5.72 -36.62 17.76 0.095
C 5.69 -30.53 22.78 0.062
C 5.76 -31.63 21.75 -0.546
O 6.32 -31.39 20.73 0.022
N 5.09 -32.72 21.92 0.075
C 4.24 -33.19 23.05 -0.018
H 6.57 -30.51 23.42 0.089
H 4.79 -30.65 23.38 0.078
H 5.64 -29.59 22.22 0.100
H 4.98 -33.28 21.09 0.146
H 4.74 -33.97 23.62 0.090
H 3.43 -33.77 22.62 0.090
H 3.83 -32.44 23.73 0.089
C 9.98 -30.07 23.03 0.036
C 9.56 -29.08 24.15 -0.530
O 8.74 -29.47 24.96 0.066
N 10.18 -27.90 24.26 0.017
C 9.86 -26.92 25.28 -0.051
H 9.10 -30.38 22.47 0.083
H 10.48 -30.94 23.45 0.088
H 10.75 -29.57 22.44 0.034
H 11.00 -27.70 23.71 0.062
H 8.80 -26.72 25.40 0.099
H 10.25 -25.94 25.01 0.071
H 10.32 -27.28 26.20 0.098
C 12.72 -26.43 14.55 0.020
C 12.72 -27.79 15.28 -0.567
O 13.11 -28.84 14.72 0.014
N 12.36 -27.68 16.52 0.019
C 12.32 -28.79 17.49 -0.049
H 13.67 -26.15 14.11 0.091
H 12.46 -25.65 15.26 0.051
H 11.90 -26.61 13.85 0.088
H 12.21 -26.78 16.96 0.086
H 11.29 -29.15 17.54 0.068
H 12.65 -28.44 18.47 0.067
H 12.95 -29.66 17.30 0.088
N 9.86 -25.91 18.21 0.036
C 8.92 -25.41 17.27 -0.111
C 9.53 -24.40 16.57 -0.072
C 10.82 -24.15 17.16 -0.088
C 11.01 -25.13 18.09 -0.195
H 9.61 -26.67 18.84 0.090
H 7.98 -25.95 17.20 0.098
H 9.02 -23.86 15.79 0.104
H 11.58 -23.42 16.96 0.109
H 11.80 -25.32 18.79 0.090
N 12.19 -25.43 22.59 0.111
C 11.76 -26.08 21.48 0.040
C 12.16 -27.42 21.60 0.008
C 12.99 -27.48 22.72 -0.021
C 13.04 -26.24 23.32 0.046
H 12.12 -24.45 22.81 0.184
H 11.18 -25.54 20.75 0.118
H 11.90 -28.23 20.93 0.088
H 13.50 -28.37 23.05 0.132
H 13.61 -25.90 24.18 0.161
```

---

Entry 4:
Molecular formula: C30H59Br2FNO7S2Si2
Method: DFT, ωB97M-V/def2-TZVPD

As for the net charge: -1. As for the spin multiplicity: 1. Its gap between HOMO and LUMO is 0.1857 hartree. For the total energy, the calculation gives -228120.5365 eV. The lowest unoccupied orbital energy is 0.0450 Eh. The largest force on an atom comes out at 1.068 eV/A.

XYZ file:
```
104
Properties=species:S:1:pos:R:3:lowdin_charge:R:1
C 0.24 -4.21 7.83 -0.055
C -1.00 -4.26 6.97 -0.266
O -0.78 -3.46 5.82 -0.175
C -1.90 -3.43 4.96 -0.204
C -1.69 -2.51 3.77 -0.081
C -1.30 -1.00 3.81 -0.240
C -1.12 -0.67 2.28 -0.133
C 0.23 -0.94 1.61 -0.154
C 0.31 -0.52 0.12 -0.135
C -1.00 -0.34 -0.63 -0.180
O -0.76 -0.32 -2.04 -0.004
C -0.32 0.85 -2.55 -0.518
C -0.01 0.74 -4.00 0.024
O -0.18 1.85 -1.85 0.081
C 0.07 -0.74 4.51 -0.269
C 1.15 -1.82 4.37 -0.136
C 2.58 -1.26 4.31 -0.273
C 3.01 -0.63 5.62 -0.621
Br 4.93 -0.33 5.65 0.628
O -0.05 -0.54 5.95 -0.303
S -0.06 0.99 6.50 0.947
O -0.05 0.81 7.94 -0.353
O -1.61 1.39 6.17 -0.294
C -2.05 1.39 4.81 -0.311
C -1.08 2.29 4.01 -0.419
S -1.88 3.68 3.15 0.880
C -0.88 3.72 1.64 -0.526
C 0.45 4.46 1.75 -0.144
C -2.47 -0.06 4.37 -0.221
C -3.28 -0.67 5.58 -0.099
C -2.76 -1.15 6.93 -0.193
F -2.85 -0.13 7.87 -0.044
C -3.66 -0.04 3.33 -0.149
C -3.96 1.09 2.38 -0.758
O -3.60 1.23 1.25 0.053
Br -5.38 2.26 3.09 0.690
H 0.31 -3.27 8.38 0.080
H 0.29 -5.05 8.51 0.075
H 1.12 -4.27 7.18 0.078
H -1.22 -5.29 6.66 0.122
H -1.87 -3.88 7.51 0.112
H -2.07 -4.44 4.55 0.133
H -2.80 -3.21 5.53 0.099
H -0.95 -2.99 3.14 0.118
H -2.62 -2.59 3.19 0.121
H -1.39 0.36 2.08 0.094
H -1.85 -1.27 1.74 0.108
H 1.04 -0.43 2.13 0.094
H 0.47 -2.00 1.67 0.107
H 0.86 0.42 0.06 0.112
H 0.90 -1.25 -0.44 0.123
H -1.68 -1.17 -0.48 0.129
H -1.51 0.57 -0.35 0.107
H -0.62 -0.02 -4.47 0.087
H -0.18 1.69 -4.49 0.095
H 1.03 0.44 -4.12 0.087
H 0.52 0.17 4.11 0.121
H 1.08 -2.45 5.25 0.107
H 1.00 -2.43 3.49 0.099
H 3.25 -2.10 4.11 0.105
H 2.71 -0.54 3.51 0.104
H 2.57 0.35 5.79 0.033
H 2.79 -1.26 6.48 0.065
H -2.99 1.94 4.88 0.115
H -0.41 2.75 4.73 0.054
H -0.44 1.79 3.30 0.062
H -1.52 4.16 0.88 0.075
H -0.70 2.69 1.35 0.051
H 1.20 4.01 1.11 0.072
H 0.82 4.43 2.78 0.060
H 0.33 5.51 1.48 0.069
H -4.06 0.05 5.82 0.136
H -3.82 -1.52 5.15 0.108
H -1.75 -1.54 6.92 0.095
H -3.44 -1.94 7.27 0.121
H -3.60 -0.92 2.70 0.117
H -4.58 -0.15 3.88 0.078
C 3.50 0.10 -12.45 -0.218
Si 2.41 0.92 -11.13 0.197
C 0.62 0.58 -11.68 -0.210
C 2.66 2.79 -11.37 -0.209
N 2.81 0.33 -9.62 -0.233
Si 2.16 0.72 -8.14 0.196
C 0.30 0.34 -7.94 -0.194
C 2.36 2.54 -7.62 -0.204
C 3.02 -0.28 -6.78 -0.206
H 3.27 0.46 -13.46 0.007
H 4.55 0.31 -12.24 0.008
H 3.36 -0.98 -12.43 0.008
H 0.48 0.78 -12.75 0.007
H -0.09 1.20 -11.14 0.003
H 0.37 -0.47 -11.50 0.011
H 3.65 3.08 -10.99 0.012
H 1.91 3.37 -10.82 0.004
H 2.60 3.08 -12.42 0.007
H -0.31 1.03 -8.52 0.008
H -0.02 0.40 -6.90 -0.015
H 0.10 -0.68 -8.30 0.016
H 3.39 2.86 -7.78 0.013
H 2.11 2.69 -6.56 0.003
H 1.70 3.20 -8.20 0.005
H 4.09 -0.06 -6.77 0.012
H 2.89 -1.35 -6.96 0.011
H 2.62 -0.06 -5.78 -0.014
```